<a>
{"formula": "C4H11NS2", "method": "wB97M-V/def2-TZVPD", "species": ["S", "S", "C", "C", "C", "N", "C", "H", "H", "H", "H", "H", "H", "H", "H", "H", "H", "H"], "positions_angstrom": [[-2.91887, 0.46898, 0.70354], [-0.70760, -1.54521, -0.60554], [-0.31965, 0.15145, -0.52687], [1.19252, 0.00495, -0.19321], [1.50241, -0.59044, 1.16936], [1.76151, 1.38747, -0.47983], [3.20820, 1.32717, -0.39440], [-2.81152, -0.26887, -0.37523], [-0.81708, 0.69577, -1.31552], [-1.15129, 0.62676, 0.91246], [1.76323, -0.49583, -0.97074], [1.71920, 0.17474, 1.91951], [0.65163, -1.14688, 1.55453], [2.31573, -1.30642, 1.07777], [1.27625, 2.02050, 0.14695], [3.67611, 2.29490, -0.21393], [3.56524, 0.62845, 0.36770], [3.59541, 1.02788, -1.37425]], "mulliken_charge": [-0.232, -0.099, -0.966, 0.197, -1.373, -0.400, -0.832, 0.143, 0.562, 0.297, 0.350, 0.314, 0.478, 0.367, 0.279, 0.356, 0.297, 0.261], "gap_ev": 6.520, "multiplicity": 1, "homo_energy_ev": -8.67}



<b>
{"formula": "C4H11NS2", "method": "wB97M-V/def2-TZVPD", "species": ["S", "S", "C", "C", "N", "C", "C", "H", "H", "H", "H", "H", "H", "H", "H", "H", "H", "H"], "positions_angstrom": [[0.11677, 3.71610, 0.95084], [1.67247, 2.46395, 0.35932], [0.91248, 1.63029, -1.06935], [0.89911, 0.11859, -1.01112], [-0.01442, -0.37925, -0.01546], [-0.75440, -1.61340, -0.26333], [-1.18062, -2.16394, 1.08204], [0.18499, 3.46038, 2.26130], [-0.13765, 1.95169, -1.02255], [1.26193, 2.10470, -1.98386], [0.59116, -0.21693, -2.00081], [1.90232, -0.29371, -0.91097], [0.36660, -0.29712, 0.91534], [-0.15784, -2.32274, -0.83818], [-1.66807, -1.31080, -0.77436], [-1.76806, -1.38384, 1.56759], [-1.88285, -3.00593, 1.03635], [-0.34390, -2.45803, 1.71719]], "mulliken_charge": [-0.198, -0.100, -0.748, -0.685, -0.207, -0.261, -1.319, 0.145, 0.333, 0.455, 0.402, 0.332, 0.242, 0.343, 0.224, 0.334, 0.364, 0.345], "gap_ev": 8.894, "smiles": "CCNCCSS", "multiplicity": 1, "homo_energy_ev": -8.34}



Result of the stability comparison: <a> is the least stable of them.



<a>
{"formula": "CH2ClNO2", "method": "wB97M-V/def2-TZVPD", "species": ["C", "N", "O", "O", "Cl", "H", "H"], "positions_angstrom": [[0.11642, 0.42807, 0.49239], [1.86897, 0.31829, 0.08717], [2.16624, -0.81701, -0.10195], [2.52676, 1.29171, -0.01868], [-0.23978, 2.06543, -0.06941], [-0.13980, -0.33902, -0.18278], [0.20088, 0.30325, 1.51988]], "mulliken_charge": [-0.294, 0.772, -0.518, -0.492, -0.103, 0.316, 0.319], "gap_ev": 11.242, "smiles": "O=[N+]([O-])CCl", "multiplicity": 1, "homo_energy_ev": -10.54}



<b>
{"formula": "CH2ClNO2", "method": "wB97M-V/def2-TZVPD", "species": ["C", "N", "O", "O", "Cl", "H", "H"], "positions_angstrom": [[-0.16675, 0.42975, -0.43066], [0.31179, -0.45659, 0.73438], [1.34442, -1.06328, 0.48503], [-0.30662, -0.46255, 1.77264], [-1.90562, 0.46577, -0.51229], [0.27238, 1.48959, -0.58943], [0.45040, -0.40269, -1.45967]], "mulliken_charge": [-0.369, 0.851, -0.510, -0.484, -0.102, 0.297, 0.317], "gap_ev": 10.832, "multiplicity": 1, "homo_energy_ev": -11.13}



Result of the stability comparison: <b> is the least stable of them.



<a>
{"formula": "O2", "method": "wB97M-V/def2-TZVPD", "species": ["O", "O"], "positions_angstrom": [[0.02965, -0.49965, 0.38926], [-0.02965, 0.49965, -0.38926]], "mulliken_charge": [0.000, 0.000], "gap_ev": 7.842, "smiles": "O=O", "multiplicity": 1, "homo_energy_ev": -10.52}



<b>
{"formula": "O2", "method": "wB97M-V/def2-TZVPD", "species": ["O", "O"], "positions_angstrom": [[-0.26523, -0.53227, 0.15972], [0.26523, 0.53227, -0.15972]], "mulliken_charge": [0.000, 0.000], "gap_ev": 7.862, "smiles": "O=O", "multiplicity": 1, "homo_energy_ev": -10.23}



<c>
{"formula": "O2", "method": "wB97M-V/def2-TZVPD", "species": ["O", "O"], "positions_angstrom": [[-0.89175, 0.21772, 0.46150], [0.89175, -0.21772, -0.46150]], "mulliken_charge": [0.000, 0.000], "gap_ev": 7.084, "multiplicity": 1, "homo_energy_ev": -13.13}



Result of the stability comparison: <c> is the least stable of them.



<a>
{"formula": "C17H25N3O4S", "method": "wB97M-V/def2-TZVPD", "species": ["C", "H", "C", "C", "C", "H", "H", "C", "C", "N", "C", "O", "C", "C", "H", "H", "S", "O", "O", "C", "C", "C", "C", "C", "N", "O", "N", "C", "H", "H", "H", "H", "H", "H", "H", "H", "C", "C", "H", "H", "H", "H", "H", "H", "H", "H", "H", "H", "H", "H"], "positions_angstrom": [[0.05077, -2.95964, 0.28631], [-0.20059, -2.56368, -0.69416], [-1.17904, -3.01369, 1.18572], [-1.76132, -1.62597, 1.46089], [-2.47893, -1.03850, 0.24584], [-1.75572, -0.86699, -0.55277], [-3.19709, -1.77646, -0.11822], [-3.23699, 0.26107, 0.55051], [-2.30261, 1.37590, 1.03031], [-1.36393, 1.75884, -0.00221], [-0.72826, 2.93881, 0.01023], [-0.99443, 3.85679, 0.75818], [0.38235, 3.04440, -1.04420], [1.67772, 2.47030, -0.49570], [1.95172, 2.90354, 0.46191], [2.49500, 2.57665, -1.20516], [1.49479, 0.67982, -0.21633], [1.06963, 0.40778, 1.12755], [0.70050, 0.10763, -1.27923], [3.15125, -0.01620, -0.37932], [3.33332, -1.23822, -0.95141], [4.60490, -1.86741, -1.00410], [5.72063, -1.28814, -0.47666], [5.56862, -0.01939, 0.11811], [6.42839, 0.80332, 0.68949], [5.73581, 1.86784, 1.06111], [4.44266, 1.79368, 0.76097], [4.27389, 0.62610, 0.16886], [6.68981, -1.75777, -0.50012], [4.67208, -2.83707, -1.47241], [2.47312, -1.73396, -1.37398], [0.09870, 2.50217, -1.94746], [0.52638, 4.09993, -1.28197], [-0.98980, 1.00697, -0.56207], [-2.87353, 2.27028, 1.29491], [-1.75438, 1.05302, 1.92215], [-4.04018, 0.74157, -0.66727], [-5.26955, -0.11204, -0.95841], [-4.99236, -1.12775, -1.22805], [-5.91957, -0.15338, -0.08704], [-5.83386, 0.31308, -1.78536], [-4.36633, 1.76771, -0.48406], [-3.39143, 0.75561, -1.54509], [-3.93848, 0.06363, 1.36942], [-0.94480, -0.96996, 1.76438], [-2.47108, -1.69641, 2.28951], [-0.89509, -3.46914, 2.13758], [-1.94172, -3.65065, 0.72994], [0.80320, -2.31007, 0.72951], [0.47581, -3.95391, 0.15939]], "mulliken_charge": [-0.888, 0.276, -0.912, -0.262, -0.764, 0.163, 0.369, 0.522, -1.477, 0.258, 0.532, -0.687, -0.962, -0.878, 0.459, 0.499, 1.953, -0.629, -0.776, -0.305, -0.343, -0.781, -0.728, 0.792, -0.517, -0.071, -0.425, 0.394, 0.429, 0.416, 0.510, 0.373, 0.436, 0.133, 0.522, 0.337, -0.663, -1.359, 0.304, 0.323, 0.408, 0.489, 0.236, 0.544, 0.011, 0.395, 0.365, 0.357, 0.144, 0.479], "gap_ev": 8.038, "smiles": "CCCC[C@H](CC)CNC(=O)CCS(=O)(=O)c1cccc2nonc12", "multiplicity": 1, "homo_energy_ev": -9.36}



<b>
{"formula": "C17H25N3O4S", "method": "wB97M-V/def2-TZVPD", "species": ["O", "N", "O", "C", "C", "C", "C", "N", "C", "H", "C", "H", "C", "H", "H", "C", "C", "H", "H", "C", "H", "H", "H", "H", "H", "H", "C", "C", "H", "H", "S", "O", "O", "N", "C", "C", "C", "C", "C", "H", "H", "H", "H", "H", "H", "H", "H", "H", "H", "H"], "positions_angstrom": [[-5.76686, -1.47107, 0.65986], [-4.84101, -1.84240, -0.03936], [-4.89658, -2.77726, -0.81283], [-3.61331, -1.12579, 0.06110], [-2.48704, -1.54288, -0.63660], [-1.30094, -0.84683, -0.57287], [-1.19164, 0.34710, 0.18744], [-0.08862, 1.13109, 0.24774], [0.83563, 1.27276, -0.85895], [1.18447, 0.30339, -1.19548], [0.21830, 2.01321, -2.05246], [-0.33136, 1.29724, -2.66447], [-0.71175, 3.15995, -1.65223], [-1.68303, 2.75876, -1.35359], [-0.88040, 3.77750, -2.53591], [-0.16621, 4.03377, -0.51772], [-0.57629, 3.52554, 0.86462], [-1.66532, 3.45975, 0.88931], [-0.27318, 4.25142, 1.62243], [0.04420, 2.17388, 1.24635], [-0.37454, 1.82678, 2.19394], [1.11664, 2.31863, 1.40717], [-0.56640, 5.04411, -0.62560], [0.91999, 4.10697, -0.59005], [1.03900, 2.39794, -2.65942], [1.69929, 1.82501, -0.48620], [-2.33829, 0.68724, 0.95507], [-3.51212, -0.01279, 0.89511], [-4.37226, 0.29217, 1.47142], [-2.31005, 1.55055, 1.59572], [0.02259, -1.76457, -1.39918], [-0.41975, -3.12146, -1.53675], [0.47023, -1.10717, -2.59431], [1.27271, -1.68585, -0.26552], [2.54233, -2.13613, -0.81376], [3.65676, -1.83025, 0.18130], [3.36682, -2.52433, 1.50956], [1.98934, -2.10368, 2.01492], [0.93441, -2.39569, 0.95176], [-0.05021, -2.04981, 1.27398], [0.87153, -3.47612, 0.75897], [1.73669, -2.63801, 2.93138], [1.98895, -1.03269, 2.22551], [4.13175, -2.26865, 2.24454], [3.38452, -3.60649, 1.36475], [4.60884, -2.16844, -0.22869], [3.70888, -0.75134, 0.33597], [2.69187, -1.60914, -1.75734], [2.50570, -3.21530, -1.02119], [-2.52429, -2.45060, -1.21942]], "mulliken_charge": [-0.642, 1.003, -0.621, -0.991, -0.178, -0.063, 1.140, 0.438, -0.070, -0.694, -0.743, 0.256, -0.749, 0.237, 0.497, -0.907, -0.504, 0.235, 0.454, -1.320, 0.621, 0.581, 0.403, 0.333, 0.522, 0.881, -0.796, -0.964, 0.505, 0.391, 1.419, -0.825, -0.711, 0.131, -0.805, -0.655, -0.789, -0.680, -0.767, 0.523, 0.335, 0.372, 0.222, 0.386, 0.317, 0.360, 0.266, 0.451, 0.469, 0.729], "gap_ev": 8.161, "smiles": "O=[N+]([O-])c1ccc(N2CCCCCC2)c(S(=O)(=O)N2CCCCC2)c1", "multiplicity": 1, "homo_energy_ev": -8.48}



Result of the stability comparison: <b> is the least stable of them.